Entry 1:
Below is a 2-piece molecular cluster, C16H25FN5O3 overall in a non-equilibrium geometry, with properties calculated with the ωB97M-V functional and the def2-TZVPD basis.

Structure (XYZ):
```
50
Properties=species:S:1:pos:R:3:forces:R:3
C -0.962 4.047 3.093 0.414 -0.489 0.813
O -0.370 4.174 1.798 -0.508 0.306 -0.362
C -1.276 4.740 0.849 -1.166 -0.053 0.379
C -2.453 3.741 0.444 -0.674 1.086 0.228
C -2.653 3.617 -1.105 0.654 0.499 0.114
C -1.637 2.653 -1.833 -0.480 -0.900 -0.152
C -1.145 1.473 -0.984 0.655 -2.651 1.959
N -1.832 0.585 -0.174 1.291 0.243 -0.271
C -0.900 -0.303 0.366 -0.162 1.763 -1.790
N -1.203 -1.281 1.221 -0.507 -0.276 0.964
C -0.298 -2.235 1.873 0.355 -1.487 0.376
C -1.039 -2.910 3.086 -0.198 0.389 -0.033
F -0.190 -3.809 3.771 -0.524 0.864 -0.801
N 0.366 -0.014 -0.119 -0.969 -0.660 0.982
C 1.661 -0.549 0.059 3.504 -2.133 0.536
C 2.789 0.224 0.631 -0.411 0.529 -0.103
C 4.098 -0.293 0.861 -1.955 -0.468 -0.725
N 4.412 -1.599 0.547 -1.305 0.860 -0.172
C 3.407 -2.313 -0.009 -0.836 -0.797 -0.475
C 2.041 -1.944 -0.296 -0.186 1.852 0.553
N 0.155 1.052 -0.919 -0.160 2.767 -2.108
H -1.047 2.964 3.386 0.003 0.891 -0.412
H -1.981 4.501 3.175 0.833 -0.199 -0.187
H -0.266 4.518 3.842 -0.744 -0.283 -0.684
H -0.766 5.127 -0.066 0.146 -0.603 0.821
H -1.738 5.641 1.353 0.343 -0.689 -0.668
H -3.389 4.230 0.842 0.739 -0.612 -0.403
H -2.378 2.765 0.982 0.192 0.728 -0.667
H -3.705 3.364 -1.383 0.896 -0.046 0.413
H -2.470 4.647 -1.530 -0.296 -0.943 0.302
H -0.764 3.184 -2.294 -0.635 -0.431 0.699
H -2.193 2.200 -2.703 0.613 0.347 0.726
H -2.191 -1.362 1.461 0.509 0.187 -0.381
H -0.049 -3.048 1.137 0.081 0.791 0.761
H 0.638 -1.779 2.284 -0.817 -0.178 -0.605
H -1.930 -3.499 2.744 0.746 0.543 0.268
H -1.348 -2.121 3.828 0.205 -0.746 -0.655
H 2.600 1.294 0.902 0.181 -0.972 -0.202
H 4.897 0.342 1.311 -0.829 -0.595 -0.451
H 3.673 -3.362 -0.295 -0.249 1.029 0.262
H 1.287 -2.644 -0.768 1.174 0.439 0.338
H 0.924 1.480 -1.426 -0.004 -0.482 0.302
O 0.431 -4.571 -2.123 -0.193 0.162 0.657
C 0.700 -5.175 -3.275 -0.237 0.006 0.589
C 1.607 -4.201 -4.216 0.354 -0.243 -1.017
O 1.869 -4.792 -5.369 0.156 0.417 0.037
H -0.168 -5.462 -3.902 -0.220 0.489 -0.128
H 1.263 -6.129 -3.218 0.490 0.175 0.206
H 2.481 -3.927 -3.582 0.245 -0.411 0.285
H 1.046 -3.240 -4.260 -0.516 -0.014 -0.116
```
Positions in Å, forces in eV/Å.

**Charge**: -1

Entry 2:
Below is a 2-piece molecular cluster, C11H17N4 overall in a non-equilibrium geometry, with properties calculated with the ωB97M-V functional and the def2-TZVPD basis.

Structure (XYZ):
```
32
Properties=species:S:1:pos:R:3:forces:R:3
C 2.810 -0.882 -1.137 -1.221 -0.200 -1.094
C 0.784 -2.388 -0.920 -0.715 -2.355 0.220
N 0.088 -1.715 -1.887 -1.478 0.928 0.715
N 2.125 -2.296 -0.878 0.441 2.805 0.464
N 0.184 -3.434 -0.172 5.324 1.132 0.042
H 0.364 -0.777 -2.211 0.707 -0.873 0.338
H -0.961 -1.687 -1.977 1.536 -0.800 0.877
H 2.672 -3.003 -0.391 -0.467 0.413 0.044
H 0.720 -3.875 0.652 -0.815 1.301 -2.135
H -0.747 -3.493 0.001 -3.355 0.181 -0.074
H 3.112 -0.905 -2.190 0.347 -0.155 0.282
H 3.720 -0.585 -0.511 -1.742 -0.970 -0.436
H 1.981 -0.082 -1.161 1.370 -1.208 0.858
C -2.207 -0.190 2.529 -1.386 1.979 -0.148
C -1.028 1.182 0.613 -1.186 -0.886 1.498
C -1.016 0.449 1.923 0.448 0.330 -1.725
C 0.286 1.586 0.273 -0.833 0.659 1.470
C 0.248 0.437 2.321 1.967 1.306 -1.694
C -2.200 1.600 -0.077 1.421 -1.667 1.260
C -1.873 2.488 -1.032 -0.585 1.204 -3.726
C -0.615 2.869 -1.583 0.416 -0.646 1.726
C 0.496 2.483 -0.815 -1.732 -0.641 -0.688
N 1.082 1.144 1.353 0.287 -0.400 0.291
H -3.189 1.084 0.151 1.225 1.512 -0.488
H -2.585 2.901 -1.684 -1.787 0.241 -0.401
H -0.542 3.456 -2.571 -0.118 -0.847 2.041
H -2.212 -1.274 2.558 -0.097 0.015 -0.024
H -2.928 0.249 1.811 -0.642 -1.257 0.651
H 0.645 -0.123 3.132 0.645 0.110 0.577
H 1.980 1.603 1.573 -0.964 -0.655 -0.066
H 1.367 2.907 -1.191 2.163 0.159 0.102
H -2.561 0.270 3.498 0.828 -0.718 -0.757
```
Positions in Å, forces in eV/Å.

**Charge**: +1
**ΔE to the lowest compared entry with this formula, charge and spin**: 2.873 eV

Entry 3:
Below is a 2-piece molecular cluster, C14H31FN3O4S overall in a non-equilibrium geometry, with properties calculated with the ωB97M-V functional and the def2-TZVPD basis.

Structure (XYZ):
```
54
Properties=species:S:1:pos:R:3:forces:R:3
C -1.909 -1.200 -0.090 -0.483 1.774 0.323
C -2.354 -0.184 -1.276 -1.285 -1.700 -2.727
O -2.864 -0.606 -2.349 2.198 2.050 4.596
O -2.150 1.200 -1.002 -0.969 -1.965 0.125
C -3.400 1.923 -0.829 -0.956 1.405 0.223
C -4.450 1.256 0.189 -1.093 1.041 -0.089
C -5.855 0.876 -0.555 1.464 1.855 1.064
N -5.718 -0.545 -1.014 -0.888 0.873 -1.727
N -6.382 -1.328 -0.046 0.045 -1.924 0.932
S -6.327 -0.794 -2.600 -3.656 1.666 -4.622
O -6.055 0.323 -3.555 0.890 -2.934 3.357
O -7.800 -1.109 -2.652 4.465 -0.478 1.354
F -5.484 -2.146 -3.186 -1.411 2.455 1.852
H -1.823 -0.566 0.874 0.055 -1.040 -1.546
H -2.780 -1.914 0.081 1.430 0.663 -0.555
H -0.908 -1.702 -0.298 -1.564 0.479 0.094
H -3.918 2.153 -1.836 0.948 -0.730 1.438
H -3.113 2.955 -0.392 -0.150 -1.811 -0.770
H -4.046 0.385 0.806 -0.456 1.095 -0.997
H -4.743 2.078 0.949 0.584 -1.320 -1.119
H -6.678 1.025 0.241 1.053 -0.815 -1.641
H -5.997 1.643 -1.387 0.103 -1.350 0.875
H -6.920 -2.104 -0.461 0.190 0.640 0.060
H -5.640 -1.760 0.525 -0.477 0.052 -0.454
C 5.742 -1.398 -1.559 0.075 -0.234 -0.034
C 4.326 -0.875 -1.783 0.298 0.027 -0.045
C 3.947 0.329 -0.922 -0.267 -0.167 -0.186
N 3.478 0.061 0.541 0.027 0.320 -0.122
C 1.982 0.401 0.625 0.130 0.005 0.325
C 1.460 0.404 2.058 -0.041 -0.235 0.134
C 2.281 1.300 2.974 -0.061 0.221 0.066
C 3.769 1.000 2.881 -0.040 -0.126 0.192
C 4.259 1.025 1.444 -0.165 -0.143 0.097
C 3.707 -1.364 0.997 -0.134 0.475 0.016
H 5.850 -1.947 -0.625 0.070 0.008 -0.019
H 6.014 -2.087 -2.363 -0.009 0.101 0.122
H 6.469 -0.581 -1.562 -0.064 -0.050 -0.020
H 3.591 -1.681 -1.718 -0.026 0.100 -0.001
H 4.287 -0.535 -2.824 -0.196 0.139 0.204
H 3.128 0.859 -1.415 0.012 -0.062 0.286
H 4.786 1.029 -0.878 -0.065 -0.205 0.179
H 1.855 1.398 0.194 0.163 -0.166 -0.039
H 1.449 -0.326 0.006 0.159 0.093 -0.035
H 0.423 0.752 2.056 0.098 -0.080 -0.228
H 1.429 -0.613 2.461 -0.016 0.032 -0.067
H 1.945 1.181 4.008 0.014 0.043 -0.137
H 2.107 2.348 2.705 0.010 -0.041 0.005
H 3.989 0.035 3.347 0.045 0.065 -0.048
H 4.323 1.745 3.459 0.080 -0.084 -0.193
H 5.315 0.746 1.380 -0.167 -0.010 -0.148
H 4.133 2.028 1.021 -0.037 -0.213 -0.067
H 4.778 -1.540 1.063 -0.118 -0.045 -0.150
H 3.214 -2.046 0.307 0.185 0.087 0.014
H 3.279 -1.510 1.986 0.005 0.165 -0.145
```
Positions in Å, forces in eV/Å.

**Charge**: +1

Entry 4:
Below is an isolated molecule of C7H8 in a non-equilibrium geometry, with properties calculated with the ωB97M-V functional and the def2-TZVPD basis.

Structure (XYZ):
```
15
Properties=species:S:1:pos:R:3:forces:R:3
C -0.563 -2.213 0.773 0.589 0.247 -1.127
C -0.199 -0.842 0.241 -0.497 0.459 1.037
C -1.073 0.227 0.513 0.391 -0.528 -0.646
C -0.742 1.497 0.087 -0.470 -0.250 -0.019
C 0.424 1.731 -0.639 -0.784 0.073 0.424
C 1.333 0.714 -0.839 -0.653 -0.184 -0.561
C 0.984 -0.566 -0.409 0.730 -0.233 0.088
H 0.306 -2.859 0.847 0.277 0.099 0.347
H -1.053 -2.112 1.735 -0.249 -0.310 -0.078
H -1.148 -2.707 -0.002 -0.631 -0.093 0.366
H -2.058 0.009 0.911 0.144 0.145 0.362
H -1.463 2.286 0.271 0.157 0.147 -0.168
H 0.458 2.694 -1.099 0.760 0.531 -0.131
H 2.205 0.879 -1.458 0.123 -0.060 0.191
H 1.673 -1.385 -0.570 0.114 -0.045 -0.086
```
Positions in Å, forces in eV/Å.

**ΔE to the lowest compared entry with this formula, charge and spin**: 0.166 eV

Asked for gap between HOMO and LUMO across the records above, the calculation gives 2.496, 8.033, 9.286, 10.096 eV in order.
Asked for LUMO energy across the records above, the calculation gives 1.753, -2.979, -2.500, 1.100 eV in order.